# 1
{"formula": "C4H8NO2", "method": "wB97M-V/def2-TZVPD", "e_homo_ev": -2.43, "charge": -1, "smiles": "O=CNCCC[O-]", "species": ["O", "C", "N", "C", "C", "C", "O", "H", "H", "H", "H", "H", "H", "H", "H"], "positions_angstrom": [[-1.669411, 1.847654, -1.669555], [-1.607121, 1.268004, -0.603362], [-1.236653, -0.020141, -0.442017], [-0.728516, -0.511721, 0.825401], [0.733792, -0.195522, 1.086396], [1.710325, -0.891847, 0.123318], [2.878775, -1.234363, 0.694829], [-1.828298, 1.766583, 0.356529], [-0.752685, -0.359574, -1.266929], [-1.387332, -0.122421, 1.599889], [-0.859920, -1.594938, 0.815687], [0.964454, -0.575388, 2.085445], [0.898724, 0.875276, 1.161514], [1.855693, -0.210795, -0.761132], [1.146587, -1.776182, -0.296797]], "forces_ev_per_angstrom": [[-0.244, 0.162, -0.113], [0.341, -0.089, 0.187], [0.219, 0.356, -0.737], [0.011, -0.132, 0.185], [-0.436, -0.299, 0.574], [0.907, -0.098, -0.072], [-0.184, 0.069, -0.028], [-0.197, 0.035, 0.015], [-0.091, -0.211, 0.109], [-0.081, 0.114, 0.183], [0.011, -0.055, 0.071], [0.108, -0.190, 0.005], [0.032, 0.377, -0.246], [-0.240, 0.011, -0.070], [-0.156, -0.050, -0.063]]}

# 2
{"formula": "C24H29BrIrN4O3S", "method": "wB97M-V/def2-TZVPD", "e_homo_ev": [-10.32, -10.41], "charge": 1, "spin_multiplicity": 5, "species": ["Ir", "N", "C", "C", "C", "C", "C", "C", "S", "O", "O", "N", "C", "N", "C", "C", "C", "N", "H", "H", "H", "H", "H", "H", "H", "H", "H", "C", "C", "C", "C", "C", "C", "C", "Br", "C", "O", "C", "C", "C", "C", "C", "C", "H", "H", "H", "H", "H", "H", "H", "H", "H", "H", "H", "H", "H", "H", "H", "H", "H", "H", "H", "H"], "positions_angstrom": [[-0.211057, 0.070018, 1.871993], [-5.061423, -3.589305, 7.267262], [-4.338779, -3.241595, 6.158655], [-4.483819, -1.970075, 5.586080], [-3.778324, -1.627758, 4.454138], [-2.930810, -2.564512, 3.870152], [-2.767613, -3.834767, 4.423766], [-3.470732, -4.167269, 5.557650], [-1.963261, -2.140005, 2.505489], [-2.469230, -0.890170, 1.921726], [-1.768482, -3.259886, 1.638228], [-0.510483, -1.582744, 3.084987], [0.668881, -2.309594, 2.895295], [0.832888, -3.551336, 3.307337], [2.030214, -4.084155, 3.056049], [3.050017, -3.395769, 2.412862], [2.767832, -2.105710, 2.008926], [1.576164, -1.562417, 2.245884], [-5.575129, -2.892222, 7.770682], [-4.857208, -4.442912, 7.750622], [-5.168931, -1.259048, 6.033036], [-3.897914, -0.651075, 3.999986], [-2.100813, -4.548480, 3.951687], [-3.368403, -5.157436, 5.986998], [2.174271, -5.107629, 3.384429], [4.015823, -3.845521, 2.232097], [3.493190, -1.496191, 1.483965], [2.334924, 4.000501, -4.772673], [2.479931, 4.165556, -3.259478], [1.932857, 5.549908, -2.857844], [3.972019, 4.072916, -2.888078], [1.732369, 3.093331, -2.486657], [1.736387, 3.152861, -1.062128], [1.082701, 2.200872, -0.376441], [1.009361, 2.300946, 1.526196], [0.379561, 1.097881, -0.986240], [-0.182922, 0.219375, -0.285621], [0.364911, 1.044114, -2.436546], [1.045473, 2.046847, -3.107677], [-0.366612, -0.024853, -3.255784], [0.645612, -0.701214, -4.205604], [-1.044799, -1.132710, -2.439807], [-1.457188, 0.690907, -4.080494], [2.871226, 4.809304, -5.270281], [1.290018, 4.054356, -5.089937], [2.762981, 3.057437, -5.122581], [2.437315, 6.319864, -3.444917], [2.108000, 5.773824, -1.802658], [0.859508, 5.622603, -3.051369], [4.525418, 4.846453, -3.424672], [4.387054, 3.100731, -3.165380], [4.137908, 4.225650, -1.818534], [2.246038, 3.952896, -0.539611], [1.036853, 2.019150, -4.186194], [1.462523, -1.163167, -3.644829], [1.075138, -0.005623, -4.928455], [0.135001, -1.485911, -4.766402], [-0.340362, -1.691394, -1.822845], [-1.498191, -1.830024, -3.145866], [-1.834250, -0.750043, -1.792577], [-1.038719, 1.425549, -4.772144], [-2.172325, 1.199644, -3.428573], [-2.002585, -0.050974, -4.667277]], "forces_ev_per_angstrom": [[-0.133, -0.417, 0.644], [0.131, 0.036, -0.267], [-0.135, -0.078, 0.191], [-0.053, 0.095, -0.003], [-0.038, -0.017, -0.059], [0.099, -0.012, 0.026], [-0.080, 0.008, -0.074], [0.025, -0.112, 0.020], [0.114, -0.046, 0.015], [0.001, 0.006, -0.025], [0.030, -0.077, 0.098], [0.213, 0.212, -0.453], [-0.207, -0.023, -0.042], [0.106, -0.001, 0.036], [-0.095, -0.005, 0.024], [-0.009, -0.026, 0.041], [-0.055, 0.047, 0.014], [0.001, -0.044, -0.139], [-0.024, 0.056, 0.037], [0.019, -0.042, 0.031], [0.041, -0.018, -0.011], [0.024, -0.070, 0.062], [-0.054, 0.068, 0.065], [0.011, 0.049, -0.011], [-0.012, 0.032, 0.002], [-0.060, 0.003, 0.007], [-0.018, 0.010, 0.001], [-0.011, -0.014, -0.009], [-0.014, 0.024, 0.033], [-0.003, -0.036, 0.023], [0.001, 0.020, 0.009], [-0.005, -0.033, 0.039], [0.115, 0.186, -0.337], [-0.137, -0.178, 0.294], [0.108, 0.290, -0.136], [0.077, 0.055, -0.265], [-0.051, -0.049, 0.121], [0.023, 0.025, -0.007], [0.032, 0.073, 0.055], [0.031, 0.002, 0.067], [-0.014, 0.073, 0.044], [-0.041, 0.002, 0.009], [0.029, -0.016, -0.007], [-0.008, -0.031, 0.006], [0.061, 0.002, 0.016], [-0.032, 0.051, 0.015], [-0.017, -0.035, 0.035], [-0.019, -0.017, -0.077], [0.071, -0.007, -0.001], [-0.016, -0.037, 0.029], [-0.026, 0.055, 0.012], [-0.003, -0.005, -0.079], [-0.020, -0.033, -0.088], [0.015, 0.002, -0.008], [-0.063, 0.022, -0.026], [-0.010, -0.007, 0.041], [0.013, 0.037, 0.018], [-0.031, 0.026, -0.054], [-0.005, 0.007, 0.007], [0.051, -0.036, -0.042], [-0.015, -0.043, 0.048], [0.049, -0.046, -0.036], [0.022, 0.036, 0.018]]}

# 3
{"formula": "C23H39Cl3N3O3SSiTi", "method": "wB97M-V/def2-TZVPD", "e_homo_ev": [-0.36, -4.82], "charge": -1, "spin_multiplicity": 3, "species": ["C", "C", "H", "H", "H", "C", "C", "H", "H", "H", "H", "Ti", "Cl", "Cl", "C", "O", "N", "C", "C", "H", "H", "H", "H", "H", "H", "H", "H", "H", "C", "C", "N", "H", "C", "O", "H", "H", "H", "H", "O", "C", "C", "C", "H", "C", "H", "C", "H", "C", "C", "H", "H", "H", "Si", "Cl", "C", "C", "C", "H", "H", "H", "H", "H", "H", "H", "H", "H", "S", "C", "C", "N", "C", "H", "H", "H"], "positions_angstrom": [[2.748657, -2.740167, -1.518786], [2.288892, -1.737824, -2.519593], [2.197479, -3.689308, -1.575391], [2.657401, -2.335832, -0.515104], [3.819582, -2.948411, -1.660325], [2.150625, -2.073079, -3.821705], [2.328169, -3.460983, -4.319387], [2.021332, -1.321869, -4.595897], [1.828280, -4.220930, -3.713153], [3.400267, -3.674558, -4.363170], [1.950694, -3.553267, -5.340892], [1.829008, 0.043307, 1.055414], [1.997390, 0.444412, 3.454198], [4.068808, 0.247945, 0.731695], [0.663340, 2.816685, 1.601451], [0.552409, 1.680441, 1.063952], [-0.332465, 3.662220, 1.901647], [-1.680735, 3.193359, 2.262111], [-0.086646, 5.107864, 1.778501], [1.669925, 3.163853, 1.917221], [-1.674479, 2.683279, 3.242950], [-2.118958, 2.539588, 1.491850], [-2.311723, 4.088464, 2.331933], [0.742158, 5.410587, 2.440307], [-1.002908, 5.632415, 2.063519], [0.135664, 5.373899, 0.725421], [-0.454704, -3.811887, 4.831929], [-0.787218, -3.587491, 0.872513], [-1.258648, -3.368197, 4.227097], [-1.443713, -3.477999, 1.735684], [-0.753805, -2.959483, 2.920085], [-1.647701, -2.504551, 4.784725], [0.220784, -2.061539, 2.848334], [0.590191, -1.539273, 1.740639], [-2.293952, -2.844374, 1.474669], [0.694828, -1.764375, 3.773186], [-2.046566, -4.101900, 4.053587], [-1.808630, -4.458914, 2.013123], [1.804692, -0.219969, -0.685444], [2.189210, -0.294168, -2.089679], [0.422460, 0.176946, -4.085419], [1.361342, 0.603571, -3.103060], [0.062932, -0.856248, -4.128783], [-0.015095, 1.014422, -5.142705], [3.228630, 0.062747, -2.185880], [1.889252, 1.876136, -3.285967], [-0.744559, 0.657024, -5.889022], [0.531913, 2.280079, -5.267753], [1.523213, 2.710512, -4.368971], [2.708419, 2.182699, -2.639142], [0.257480, 2.944243, -6.102536], [2.048755, 3.655483, -4.507324], [-2.098059, -0.157411, -1.826580], [-1.225413, -1.877900, -2.439273], [-3.173306, 0.163919, -3.300177], [-1.180445, 1.536509, -1.728805], [-2.070120, -0.425509, 0.041677], [-3.252131, 1.248700, -3.484088], [-4.152329, -0.232147, -3.011333], [-2.757033, -0.347761, -4.171907], [-1.450949, -1.280948, 0.345317], [-3.110688, -0.578432, 0.342257], [-1.596437, 0.419487, 0.563451], [-0.684389, 1.921618, -2.605740], [-0.400835, 1.589048, -0.973249], [-1.951751, 2.255217, -1.422842], [-2.476623, 0.157981, 6.163826], [-1.014414, 0.108861, 7.121549], [0.072147, 0.118632, 6.279829], [-0.225073, 0.076339, 4.935001], [-1.526969, 0.158409, 4.703114], [-0.980886, 0.133361, 8.213712], [1.118954, 0.135309, 6.602654], [-1.984957, 0.231168, 3.738945]], "forces_ev_per_angstrom": [[0.072, -0.224, 0.476], [-0.380, -0.086, -1.804], [0.135, 0.211, -0.042], [-0.090, -0.085, 0.050], [-0.194, -0.085, -0.082], [0.328, 0.188, 1.033], [0.229, -0.267, -0.483], [-0.057, -0.152, 0.338], [0.140, 0.079, 0.058], [0.027, -0.378, 0.035], [-0.017, -0.049, 0.037], [-1.096, 1.732, 2.343], [1.286, 0.078, -0.110], [1.806, 0.202, 0.149], [3.461, 1.302, 0.760], [-0.652, -2.956, -0.873], [-2.741, 1.559, 0.258], [0.732, 0.638, -0.262], [-0.315, -1.049, -0.213], [-0.430, -0.156, -0.098], [-0.054, -0.016, -0.247], [0.182, -0.011, 0.218], [-0.037, -0.326, 0.081], [-0.150, 0.062, -0.252], [0.217, 0.086, 0.137], [0.152, -0.007, 0.423], [-0.257, -0.013, -0.175], [0.113, 0.291, 0.182], [0.338, 0.156, 0.238], [-0.009, 0.117, 0.305], [-0.039, -0.166, -0.231], [-0.073, -0.291, -0.167], [0.751, 1.180, -2.736], [-1.274, -1.732, 2.073], [0.074, -0.078, -0.062], [0.190, 0.175, 0.229], [0.088, 0.107, 0.270], [-0.136, -0.243, -0.117], [-0.780, -0.331, -5.438], [-0.775, 0.042, 1.339], [-0.077, 0.115, -0.397], [0.599, -0.578, -0.768], [0.227, 0.765, 0.289], [0.296, -0.527, 0.860], [-0.234, 0.353, 0.451], [0.138, 0.666, -0.829], [0.430, 0.083, 0.542], [0.635, 0.953, -0.077], [-0.379, -0.829, 0.589], [-0.206, 0.092, 0.036], [0.062, -0.416, 0.396], [-0.287, -0.163, 0.031], [2.888, 2.895, 0.726], [0.521, -1.713, -0.107], [-1.353, 0.240, 0.627], [0.215, -0.497, -0.113], [-1.033, -0.314, 0.216], [-0.017, -0.499, 0.090], [-0.321, -0.005, -0.777], [-0.193, 0.021, 0.259], [-0.380, 0.129, -0.551], [0.039, -0.070, 0.749], [-0.458, 0.072, -0.362], [-0.426, 0.151, -0.567], [-0.058, -0.285, 0.378], [-0.171, -0.023, 0.026], [0.640, 0.111, 0.361], [0.150, 0.232, -0.595], [-0.779, -0.404, -0.121], [-2.374, 0.365, 0.294], [1.954, -0.229, 1.985], [-0.293, -0.023, -0.544], [-0.465, -0.057, -0.298], [-0.053, -0.121, -0.436]]}